No. 1
Entry from the OMol25 dataset: a structure of composition C57H60Br2I2KN5O4Si in a non-equilibrium geometry (the ωB97M-V functional and the def2-TZVPD basis).

Geometry as ORCA input:
```
! wB97M-V def2-TZVPD RIJCOSX def2/J DEFGRID3
* xyz -2 1
K -0.4560 0.2970 0.2049
I -2.8161 -1.1345 4.0466
C 0.8092 0.0165 4.5107
I 2.9329 -0.2837 4.3442
H 0.3377 -0.8690 4.0928
H 0.6154 0.0599 5.5788
C 5.5924 0.6838 7.1697
O 5.9949 1.2087 5.9209
C 5.3232 2.3164 5.4793
C 4.5267 3.1155 6.2856
C 3.8836 4.2226 5.7283
C 3.9883 4.5030 4.3846
C 4.8092 3.7047 3.5872
C 5.4808 2.6324 4.1304
N 3.4083 5.7348 3.8757
N 2.8416 5.7349 2.7694
C 2.4371 4.5223 2.1309
C 2.7139 4.4875 0.7468
C 2.4774 3.3763 -0.0189
C 1.8489 2.2149 0.5372
O 1.6578 1.1702 -0.1174
C 1.3955 2.3176 1.9598
N 0.7060 1.2946 2.4173
C 0.2920 1.2692 3.8061
C 0.5014 2.5308 4.5804
C 1.1669 3.5637 4.0718
C 1.7388 3.4840 2.7328
H 6.1061 -0.2667 7.2895
H 4.5129 0.5158 7.1884
H 5.8692 1.3449 7.9964
H 4.3960 2.8993 7.3352
H 3.2680 4.8629 6.3496
H 4.9113 3.9280 2.5329
H 6.1051 1.9967 3.5154
H 3.1879 5.3653 0.3192
H 2.7569 3.3381 -1.0645
H -0.7885 1.0500 3.8065
H 0.0209 2.6053 5.5508
H 1.2332 4.4979 4.6172
C -7.5806 3.4156 -1.8840
C -7.4581 2.3122 -0.8250
C -7.5766 2.9473 0.5685
C -8.6274 1.3459 -1.0098
C -6.1077 1.6068 -0.9516
C -4.9273 2.3482 -0.9250
C -3.7160 1.7060 -0.9901
Br -2.1335 2.7825 -0.9954
C -3.5238 0.2885 -1.0675
O -2.3347 -0.1941 -1.1347
C -4.7445 -0.4534 -1.0906
C -5.9629 0.2278 -1.0381
C -4.8266 -1.9884 -1.1851
C -3.4820 -2.7076 -1.0566
C -5.7126 -2.5270 -0.0492
C -5.4385 -2.3753 -2.5386
H -8.5583 3.9045 -1.8159
H -7.4703 2.9984 -2.8878
H -6.8148 4.1823 -1.7567
H -8.5461 3.4438 0.6885
H -6.7904 3.6877 0.7297
H -7.4731 2.1881 1.3459
H -9.5694 1.8987 -0.9487
H -8.6413 0.5765 -0.2350
H -8.5864 0.8483 -1.9823
H -4.9411 3.4289 -0.8458
H -6.8618 -0.3744 -1.0626
H -3.0251 -2.5023 -0.0888
H -2.7755 -2.4025 -1.8279
H -3.6664 -3.7856 -1.1343
H -5.3244 -2.2079 0.9203
H -5.7185 -3.6216 -0.0731
H -6.7473 -2.1883 -0.1296
H -4.8059 -2.0217 -3.3575
H -6.4317 -1.9391 -2.6705
H -5.5280 -3.4643 -2.6178
C -2.2042 1.5514 -4.7931
N -0.8260 1.2118 -4.5181
C 0.1945 1.6066 -5.4546
C -0.5192 0.5646 -3.3658
O 0.6153 0.2757 -3.0164
H -2.5949 0.9940 -5.6510
H -2.2983 2.6205 -5.0046
H -2.8144 1.3247 -3.9187
H 0.0642 1.0931 -6.4132
H 1.1663 1.3396 -5.0443
H 0.1576 2.6860 -5.6295
H -1.3845 0.3234 -2.7355
C 6.0799 1.3476 -2.3517
C 4.7752 1.6642 -2.7115
C 3.7478 0.7545 -2.5018
C 4.0090 -0.5023 -1.9387
C 5.3264 -0.8020 -1.5798
C 6.3549 0.1130 -1.7826
Si 2.6046 -1.7070 -1.6706
C 2.0099 -2.3835 -3.3206
C 2.8287 -2.3440 -4.4509
C 2.3748 -2.8018 -5.6854
C 1.0903 -3.3124 -5.8069
C 0.2611 -3.3642 -4.6919
C 0.7187 -2.8992 -3.4671
C 3.1813 -3.1395 -0.6089
C 2.9298 -4.4728 -0.9407
C 3.3205 -5.5100 -0.0988
C 3.9776 -5.2313 1.0911
C 4.2275 -3.9113 1.4476
C 3.8212 -2.8801 0.6121
H 6.8768 2.0663 -2.5038
H 4.5518 2.6350 -3.1383
H 2.7241 1.0194 -2.7432
H 5.5593 -1.7644 -1.1400
H 7.3675 -0.1396 -1.4903
H 3.8319 -1.9376 -4.3718
H 3.0261 -2.7556 -6.5507
H 0.7307 -3.6606 -6.7680
H -0.7469 -3.7518 -4.7773
H 0.0460 -2.9092 -2.6163
H 2.4201 -4.7074 -1.8688
H 3.1033 -6.5363 -0.3716
H 4.2752 -6.0394 1.7491
H 4.7134 -3.6810 2.3886
H 3.9825 -1.8532 0.9264
Br -0.2782 -7.1232 1.6472
C -0.0599 -5.2462 1.4640
C -0.6214 -4.5954 0.3848
C -0.3920 -3.2321 0.2866
N 0.3250 -2.5313 1.1621
C 0.8330 -3.1839 2.2021
C 0.6725 -4.5485 2.4014
H -1.2098 -5.1174 -0.3563
H -0.8188 -2.6746 -0.5415
H 1.4204 -2.5976 2.9010
H 1.1131 -5.0396 3.2568
*
```

energy above the lowest of the compared OMol25 structures with the same formula, charge and spin	26.6	kcal/mol
electronic energy	-256214.747	eV
LUMO level (spin up / spin down)	3.488 / 3.528	eV
gap between HOMO and LUMO (spin up / spin down)	0.1882 / 0.2161	Ha

Results of the Mulliken charge analysis, in e, for atoms 1 through 8:
1. K 1.329
2. I -0.830
3. C -0.644
4. I -0.083
5. H -0.029
6. H 0.567
7. C -0.796
8. O -0.427


No. 2
Entry from the OMol25 dataset: a cluster of 2 separate species, C33H36F2NOSi in total in a non-equilibrium geometry (the ωB97M-V functional and the def2-TZVPD basis).

Geometry as ORCA input:
```
! wB97M-V def2-TZVPD RIJCOSX def2/J DEFGRID3
* xyz 1 1
F -6.8277 2.3964 -4.6577
C -5.5331 1.9513 -4.6377
C -5.2882 0.5815 -4.5273
C -3.9717 0.1571 -4.3665
C -2.8709 1.0791 -4.2253
C -1.5984 0.5452 -3.9236
C -0.2925 1.0808 -4.1801
C 0.7628 0.1801 -4.5447
C 2.0814 0.6077 -4.6977
C 2.3266 1.9786 -4.6257
F 3.6271 2.4185 -4.6777
C 1.3142 2.9177 -4.4561
C 0.0134 2.4716 -4.2258
C -3.1778 2.4315 -4.6164
C -4.4964 2.8749 -4.7012
H -6.1141 -0.1151 -4.5286
H -3.7654 -0.9102 -4.3506
H -1.5808 -0.5474 -3.7951
H 0.5351 -0.8767 -4.6935
H 2.8985 -0.0904 -4.8334
H 1.5440 3.9819 -4.4498
H -0.7802 3.1928 -4.0389
H -2.3893 3.1358 -4.8743
H -4.7268 3.9361 -4.8046
C 0.8889 -1.6745 -1.3856
Si 1.8837 -1.5191 0.1792
C 2.0765 -3.1559 1.0360
C 3.5308 -0.7152 -0.1165
O 1.0162 -0.5077 1.1411
C 0.5474 -0.4868 2.4660
C -0.6430 -1.4385 2.6120
C -1.3572 -1.8188 1.4740
C -2.3416 -2.8022 1.5582
C -2.7066 -3.3116 2.8124
C -2.1154 -2.7969 3.9791
C -1.0975 -1.8440 3.8753
C 1.7576 -0.7667 3.3904
C 1.8717 -1.9347 4.1584
C 3.0397 -2.2031 4.8806
C 4.1309 -1.3379 4.8109
C 4.0664 -0.2103 3.9799
C 2.8951 0.0399 3.2495
C -0.0079 0.9195 2.6967
C -1.2914 1.3604 1.9468
C -1.2523 2.8941 2.1055
C 0.2322 3.2416 2.2458
N 0.9157 1.9461 2.3035
H 1.4683 -2.2658 -2.1097
H -0.0701 -2.1845 -1.2210
H 0.6774 -0.6940 -1.8328
H 2.3835 -3.8807 0.2682
H 2.8508 -3.1133 1.8125
H 1.1413 -3.5055 1.4935
H 4.1575 -1.4131 -0.6923
H 3.4094 0.2148 -0.6905
H 4.0407 -0.4753 0.8269
H -1.1175 -1.3829 0.5016
H -2.8126 -3.1484 0.6309
H -3.4733 -4.0856 2.8858
H -2.4310 -3.1458 4.9681
H -0.6265 -1.4343 4.7742
H 1.0681 -2.6657 4.1938
H 3.0573 -3.0991 5.5064
H 5.0209 -1.5327 5.4157
H 4.9053 0.4891 3.8966
H 2.8742 0.8548 2.5213
H -0.1941 0.9988 3.7939
H -1.1069 1.0956 0.8918
H -2.1949 0.8641 2.3115
H -1.6785 3.4201 1.2538
H -1.7894 3.1908 3.0189
H 0.6228 3.8555 1.4213
H 0.4397 3.7800 3.1814
H 1.6474 2.0065 3.0113
*
```

energy above the lowest of the compared OMol25 structures with the same formula, charge and spin	22.7	kcal/mol
electronic energy	-51649.030	eV
LUMO level	-6.201	eV
gap between HOMO and LUMO	0.1509	Ha

Results of the Mulliken charge analysis, in e, for atoms 1 through 8:
1. F -0.250
2. C 0.414
3. C -0.566
4. C -0.560
5. C 0.791
6. C -0.346
7. C 0.837
8. C -0.355


No. 3
Entry from the OMol25 dataset: a structure of composition C18H14BrN4O2PdSbSe4 (the ωB97M-V functional and the def2-TZVPD basis).

Geometry as ORCA input:
```
! wB97M-V def2-TZVPD RIJCOSX def2/J DEFGRID3
* xyz 0 1
Pd 0.1215 -0.2659 0.4259
O 1.1861 -2.6396 3.5997
C 0.8015 -2.2587 2.5225
N 0.2429 -1.0113 2.2651
C -0.4136 -0.3201 3.2613
O -0.4748 -0.5769 4.4374
C -1.2338 0.8226 2.7055
C -1.8110 1.7483 3.5539
C -2.5624 2.7709 3.0065
C -2.7234 2.8259 1.6296
C -2.1213 1.8581 0.8503
N -1.3961 0.8712 1.3819
C 0.8086 -3.2223 1.3523
C 1.5991 -4.3590 1.4427
C 1.5794 -5.2612 0.3932
C 0.7576 -5.0058 -0.6938
C -0.0086 -3.8509 -0.6857
N 0.0155 -2.9714 0.3118
H -1.6362 1.6407 4.6161
H -3.0135 3.5229 3.6423
H -3.3021 3.6104 1.1590
H -2.2169 1.8660 -0.2266
H 2.2034 -4.5031 2.3264
H 2.1938 -6.1523 0.4223
H 0.7067 -5.6855 -1.5342
H -0.6689 -3.6165 -1.5140
C 1.4522 2.7444 -4.0165
C 0.4401 1.8038 -3.4303
C -0.7691 1.5175 -4.0426
C -1.6691 0.6614 -3.4301
C -1.3346 0.1373 -2.1978
Br -2.5172 -1.0826 -1.3711
N -0.1917 0.4188 -1.5705
C 0.6818 1.2147 -2.1999
H 1.4275 2.7259 -5.1061
H 2.4583 2.4955 -3.6797
H 1.2462 3.7658 -3.6886
H -1.0098 1.9515 -5.0071
H -2.6078 0.3919 -3.8908
H 1.6269 1.3697 -1.7056
Se 3.6704 3.3922 -0.1953
Sb 2.3791 1.6978 1.2391
Se 2.5553 -0.4875 0.0685
Se 2.3028 1.8484 3.5872
Se 1.2255 3.5969 -0.0143
*
```

energy above the lowest of the compared OMol25 structures with the same formula, charge and spin	4.4	kcal/mol
electronic energy	-370396.089	eV
LUMO level	-1.058	eV
gap between HOMO and LUMO	0.2544	Ha

Results of the natural (NBO) charge analysis, in e, for atoms 1 through 8:
1. Pd 0.781
2. O -0.525
3. C 0.650
4. N -0.655
5. C 0.643
6. O -0.544
7. C 0.138
8. C -0.191


Question: The lowest electronic energy belongs to which entry?
Answer: C18H14BrN4O2PdSbSe4


Question: Which value of electronic energy does entry 3 give?
Answer: -370396.089 eV


What did the second record say?
Entry from the OMol25 dataset: a cluster of 2 separate species, C33H36F2NOSi in total in a non-equilibrium geometry (the ωB97M-V functional and the def2-TZVPD basis).

Geometry as ORCA input:
```
! wB97M-V def2-TZVPD RIJCOSX def2/J DEFGRID3
* xyz 1 1
F -6.8277 2.3964 -4.6577
C -5.5331 1.9513 -4.6377
C -5.2882 0.5815 -4.5273
C -3.9717 0.1571 -4.3665
C -2.8709 1.0791 -4.2253
C -1.5984 0.5452 -3.9236
C -0.2925 1.0808 -4.1801
C 0.7628 0.1801 -4.5447
C 2.0814 0.6077 -4.6977
C 2.3266 1.9786 -4.6257
F 3.6271 2.4185 -4.6777
C 1.3142 2.9177 -4.4561
C 0.0134 2.4716 -4.2258
C -3.1778 2.4315 -4.6164
C -4.4964 2.8749 -4.7012
H -6.1141 -0.1151 -4.5286
H -3.7654 -0.9102 -4.3506
H -1.5808 -0.5474 -3.7951
H 0.5351 -0.8767 -4.6935
H 2.8985 -0.0904 -4.8334
H 1.5440 3.9819 -4.4498
H -0.7802 3.1928 -4.0389
H -2.3893 3.1358 -4.8743
H -4.7268 3.9361 -4.8046
C 0.8889 -1.6745 -1.3856
Si 1.8837 -1.5191 0.1792
C 2.0765 -3.1559 1.0360
C 3.5308 -0.7152 -0.1165
O 1.0162 -0.5077 1.1411
C 0.5474 -0.4868 2.4660
C -0.6430 -1.4385 2.6120
C -1.3572 -1.8188 1.4740
C -2.3416 -2.8022 1.5582
C -2.7066 -3.3116 2.8124
C -2.1154 -2.7969 3.9791
C -1.0975 -1.8440 3.8753
C 1.7576 -0.7667 3.3904
C 1.8717 -1.9347 4.1584
C 3.0397 -2.2031 4.8806
C 4.1309 -1.3379 4.8109
C 4.0664 -0.2103 3.9799
C 2.8951 0.0399 3.2495
C -0.0079 0.9195 2.6967
C -1.2914 1.3604 1.9468
C -1.2523 2.8941 2.1055
C 0.2322 3.2416 2.2458
N 0.9157 1.9461 2.3035
H 1.4683 -2.2658 -2.1097
H -0.0701 -2.1845 -1.2210
H 0.6774 -0.6940 -1.8328
H 2.3835 -3.8807 0.2682
H 2.8508 -3.1133 1.8125
H 1.1413 -3.5055 1.4935
H 4.1575 -1.4131 -0.6923
H 3.4094 0.2148 -0.6905
H 4.0407 -0.4753 0.8269
H -1.1175 -1.3829 0.5016
H -2.8126 -3.1484 0.6309
H -3.4733 -4.0856 2.8858
H -2.4310 -3.1458 4.9681
H -0.6265 -1.4343 4.7742
H 1.0681 -2.6657 4.1938
H 3.0573 -3.0991 5.5064
H 5.0209 -1.5327 5.4157
H 4.9053 0.4891 3.8966
H 2.8742 0.8548 2.5213
H -0.1941 0.9988 3.7939
H -1.1069 1.0956 0.8918
H -2.1949 0.8641 2.3115
H -1.6785 3.4201 1.2538
H -1.7894 3.1908 3.0189
H 0.6228 3.8555 1.4213
H 0.4397 3.7800 3.1814
H 1.6474 2.0065 3.0113
*
```

energy above the lowest of the compared OMol25 structures with the same formula, charge and spin	22.7	kcal/mol
electronic energy	-51649.030	eV
LUMO level	-6.201	eV
gap between HOMO and LUMO	0.1509	Ha

Results of the Mulliken charge analysis, in e, for atoms 1 through 8:
1. F -0.250
2. C 0.414
3. C -0.566
4. C -0.560
5. C 0.791
6. C -0.346
7. C 0.837
8. C -0.355